ORCA calculation (the ωB97M-V functional and the def2-TZVPD basis) on a structure of composition C37H44N2P2Si2Ti.

Calculated values
- highest occupied orbital energy (eV) = -14.272
- 2S+1 = 1
- net charge = +2
- gap between HOMO and LUMO (Ha) = 0.2947
- DFT total energy (eV) = -99503.8002
- F_max (eV/A) = 0.37

Cartesian coordinates (Å):
Ti1 -0.6568 -1.2916 0.4510
C1 -4.5451 0.5034 1.6424
Si1 -2.8076 0.8149 2.2774
C2 -2.6579 2.6094 2.7358
C3 -2.3796 -0.2396 3.7692
N1 -1.6166 0.3643 1.0253
P1 -1.2604 1.0818 -0.4228
C4 -0.2168 -0.1799 -1.0073
P2 1.4718 -0.3962 -0.6675
N2 1.2972 -1.4720 0.5881
Si2 2.5848 -2.6036 1.1496
C5 1.9753 -3.4112 2.7152
C6 4.1487 -1.6747 1.5250
C7 2.9344 -3.8656 -0.1795
C8 2.3345 -1.0966 -2.0640
C9 3.7127 -0.9339 -2.2026
C10 4.3772 -1.5735 -3.2376
C11 3.6731 -2.3711 -4.1287
C12 2.2974 -2.5233 -4.0013
C13 1.6273 -1.8849 -2.9714
C14 2.3495 1.0674 -0.1468
C15 2.6936 1.2477 1.1891
C16 3.4214 2.3668 1.5663
C17 3.7817 3.3091 0.6146
C18 3.4118 3.1457 -0.7162
C19 2.7019 2.0231 -1.1028
C20 -2.6847 1.2413 -1.4942
C21 -2.8611 0.3754 -2.5716
C22 -4.0038 0.4672 -3.3543
C23 -4.9691 1.4191 -3.0583
C24 -4.7920 2.2904 -1.9903
C25 -3.6515 2.2076 -1.2102
C26 -0.5629 2.7132 -0.2459
C27 0.0201 3.1228 0.9491
C28 0.5416 4.4013 1.0542
C29 0.4922 5.2629 -0.0336
C30 -0.0715 4.8499 -1.2341
C31 -0.6040 3.5761 -1.3443
H1 -5.1319 1.4213 1.7164
H2 -5.0630 -0.2509 2.2389
H3 -4.5777 0.2053 0.5920
H4 -3.4685 2.8290 3.4370
H5 -2.7576 3.3016 1.8983
H6 -1.7203 2.8291 3.2492
H7 -3.1955 -0.8976 4.0724
H8 -2.1648 0.4048 4.6241
H9 -1.4848 -0.8504 3.6144
H10 1.3623 -2.7410 3.3228
H11 2.8422 -3.6850 3.3211
H12 1.4280 -4.3368 2.5359
H13 4.4329 -0.9368 0.7757
H14 4.9604 -2.4052 1.5854
H15 4.0970 -1.1677 2.4907
H16 2.0574 -4.2225 -0.7208
H17 3.4153 -4.7331 0.2805
H18 3.6277 -3.4666 -0.9218
H19 4.2648 -0.3046 -1.5162
H20 5.4451 -1.4447 -3.3514
H21 4.1962 -2.8665 -4.9357
H22 1.7507 -3.1281 -4.7121
H23 0.5511 -1.9746 -2.8812
H24 2.4077 0.5113 1.9278
H25 3.7086 2.4981 2.6011
H26 4.3550 4.1789 0.9081
H27 3.6916 3.8874 -1.4523
H28 2.4343 1.8849 -2.1443
H29 -2.0912 -0.3474 -2.8136
H30 -4.1326 -0.1928 -4.2017
H31 -5.8584 1.4932 -3.6698
H32 -5.5399 3.0405 -1.7714
H33 -3.5105 2.9022 -0.3897
H34 0.0570 2.4486 1.7944
H35 0.9835 4.7261 1.9868
H36 0.8925 6.2644 0.0550
H37 -0.1098 5.5245 -2.0787
H38 -1.0597 3.2641 -2.2759
C32 -2.3864 -3.0372 1.8686
C33 -1.2226 -3.7759 1.6779
C34 -0.7102 -3.9466 0.3891
C35 -1.3757 -3.3987 -0.7105
C36 -2.5500 -2.6619 -0.5193
C37 -3.0433 -2.4718 0.7723
H39 -2.7850 -2.9004 2.8636
H40 -0.7237 -4.2251 2.5235
H41 0.1924 -4.5188 0.2297
H42 -0.9872 -3.5445 -1.7096
H43 -3.0649 -2.2282 -1.3668
H44 -3.9450 -1.8967 0.9234